Entry 1:
Density functional theory data (ωB97M-V with the def2-TZVPD basis set) for a cluster of 10 separate species, C49H127N19O15P6 in total.

Total charge: 0
DFT total energy: -6160.67096 Ha
SMILES: CN(C)P(=O)(N(C)C)N(C)C.CN(C)P(=O)(N(C)C)N(C)C.CN(C)P(=O)(N(C)C)N(C)C.CN(C)P(=O)(N(C)C)N(C)C.CN(C)P(=O)(N(C)C)N(C)C.CN(C)P(=O)(N(C)C)N(C)C.O=C1OCCO1.O=C1OCCO1.O=C1OCCO1.CCCC#N
Kohn-Sham gap: 8.14 eV
Largest force on an atom: 2.1 eV/Å
Multiplicity: 1

Atoms and positions in Å:
P (3.541, -1.229, 4.437)
P (-2.999, -2.991, 5.250)
P (-1.532, 6.073, -0.021)
P (-0.498, -1.261, -6.416)
P (-5.771, -1.318, -2.711)
P (5.751, 4.387, -0.234)
O (0.904, 0.775, -3.109)
O (7.079, 4.146, -0.809)
O (-3.391, -7.585, 2.732)
O (5.426, -3.314, -2.625)
O (-3.969, -3.409, 4.230)
O (-4.574, -6.185, 1.459)
O (-0.553, 2.110, -2.066)
O (0.370, -0.090, -6.193)
O (1.389, 2.917, -2.917)
O (2.629, -2.316, 4.043)
O (-1.815, 7.043, 1.049)
O (-6.492, -1.414, -3.990)
O (3.378, -3.084, -1.786)
O (4.865, -1.445, -1.480)
O (-5.629, -7.781, 2.652)
N (4.550, -0.692, 3.247)
N (-0.581, -2.302, -5.126)
N (5.853, 5.015, 1.293)
N (4.836, 5.492, -1.069)
N (-2.855, -4.132, 6.444)
N (-0.042, 6.396, -0.729)
N (-3.360, -1.532, 5.941)
N (-2.636, 6.023, -1.236)
N (-4.783, 0.017, -2.614)
N (-1.401, 4.496, 0.499)
N (-6.650, -1.222, -1.318)
N (4.747, 3.062, -0.227)
N (-1.438, -2.817, 4.743)
N (-4.833, -2.667, -2.509)
N (-2.075, -0.800, -6.640)
N (2.790, 0.161, 4.965)
N (-1.378, -3.241, 0.373)
N (4.494, -1.606, 5.744)
N (-0.119, -2.219, -7.722)
C (4.226, 5.068, -2.315)
C (-4.631, -7.232, 2.326)
C (5.494, 0.387, 3.522)
C (3.362, 3.151, 0.238)
C (4.728, 5.653, 1.959)
C (-7.600, -2.327, -1.113)
C (-3.970, -5.035, 6.709)
C (0.593, -3.094, -4.796)
C (1.093, -0.729, 0.054)
C (-3.961, 0.289, -1.447)
C (-3.141, -1.750, -6.909)
C (-1.025, -1.563, 4.112)
C (-3.480, 7.189, -1.456)
C (0.577, 5.448, -1.639)
C (-0.266, 4.164, 1.341)
C (4.603, -2.507, -1.934)
C (-2.393, 0.564, -6.987)
C (7.013, 4.679, 2.105)
C (1.945, 0.036, 6.149)
C (2.208, 1.036, 3.961)
C (-2.524, -0.899, 6.946)
C (-2.418, -6.708, 2.117)
C (4.778, -4.592, -2.784)
C (0.131, 0.205, 0.761)
C (2.305, 2.376, -3.881)
C (-0.402, -3.644, -7.787)
C (0.339, -1.586, -8.946)
C (-4.238, -3.054, -1.241)
C (3.302, -4.220, -2.660)
C (-4.352, 0.658, -3.846)
C (-7.149, 0.037, -0.792)
C (5.362, 6.861, -1.113)
C (0.412, -1.770, -0.827)
C (-2.643, 5.054, -2.316)
C (0.899, 7.214, 0.022)
C (-0.767, -3.985, 4.207)
C (4.861, -1.496, 2.069)
C (5.125, -2.915, 5.751)
C (-1.405, -1.911, -4.000)
C (5.050, -0.663, 6.704)
C (-1.758, -4.180, 7.393)
C (5.336, 1.736, -0.152)
C (-4.712, -1.005, 5.823)
C (0.478, 1.970, -2.649)
C (-2.474, 3.507, 0.407)
C (-3.289, -5.582, 1.565)
C (2.251, 0.872, -3.594)
C (-4.579, -3.550, -3.635)
C (-0.601, -2.569, -0.139)
H (6.440, 6.874, -1.287)
H (1.936, 2.619, -4.880)
H (-3.654, 4.692, -2.518)
H (-5.053, -0.634, 6.794)
H (6.400, 1.784, 0.075)
H (-8.094, 0.321, -1.271)
H (5.104, 6.310, 2.744)
H (2.893, -3.847, -3.596)
H (-8.429, -2.232, -1.825)
H (1.741, 1.003, 6.611)
H (1.044, -0.788, -8.721)
H (4.918, -3.417, 6.708)
H (-2.753, -1.240, 7.962)
H (0.315, -4.031, -4.301)
H (2.753, -5.061, -2.247)
H (0.373, 7.980, 0.584)
H (1.770, 1.933, 4.406)
H (-2.296, 5.546, -3.237)
H (-5.471, -4.090, -3.968)
H (-3.270, -1.854, -7.994)
H (5.205, 1.162, -1.075)
H (-1.878, -7.267, 1.355)
H (-4.430, -0.137, -0.560)
H (-4.764, -4.532, 7.279)
H (5.052, -4.960, -3.767)
H (-2.979, -0.202, -1.498)
H (-0.477, 0.727, 0.015)
H (6.213, -2.818, 5.689)
H (-4.400, -5.381, 5.772)
H (5.279, -1.214, 7.615)
H (4.005, 4.921, 2.326)
H (4.663, -3.560, 5.007)
H (6.393, -0.003, 4.011)
H (1.551, 5.798, -1.971)
H (3.043, 0.571, -2.910)
H (5.167, -0.829, 1.263)
H (5.917, -0.128, 6.302)
H (-1.858, -3.476, 8.226)
H (-0.042, 5.339, -2.528)
H (-1.491, -0.720, 4.611)
H (2.201, 0.356, -4.552)
H (3.976, -2.014, 1.706)
H (-3.286, 0.893, -3.798)
H (-1.966, 4.229, -2.118)
H (-3.256, 0.905, -6.400)
H (7.192, 5.458, 2.848)
H (-0.644, -3.925, -8.811)
H (0.672, 4.511, 0.903)
H (-3.230, -4.696, 2.200)
H (3.508, 5.803, -2.685)
H (-3.431, 3.902, 0.766)
H (-0.131, -1.311, -1.658)
H (-1.496, -2.667, -3.215)
H (-0.177, 3.076, 1.351)
H (-4.769, -0.185, 5.101)
H (3.741, 4.104, -2.219)
H (-0.381, 4.547, 2.358)
H (0.454, -4.269, -7.486)
H (-3.637, -5.872, 7.319)
H (2.979, 1.390, 3.275)
H (-0.739, -4.776, 4.960)
H (4.201, 6.346, 1.298)
H (-7.295, -0.036, 0.287)
H (0.264, -3.771, 3.925)
H (5.161, 7.343, -0.153)
H (-2.984, 7.892, -2.136)
H (5.776, 0.870, 2.587)
H (-3.678, 7.674, -0.504)
H (-1.348, -1.531, 3.060)
H (3.236, 2.654, 1.206)
H (-3.855, 1.367, -1.324)
H (-3.884, -4.314, -3.280)
H (1.244, -2.551, -4.099)
H (-1.190, -3.939, -7.098)
H (1.111, -2.467, -1.289)
H (0.875, -2.332, -9.536)
H (-4.576, -4.069, -0.993)
H (1.715, -0.114, -0.602)
H (-0.472, -1.211, -9.580)
H (1.694, 7.614, -0.610)
H (0.983, -0.429, 5.902)
H (7.892, 4.717, 1.462)
H (-4.943, 1.550, -4.072)
H (5.030, 1.149, 4.148)
H (-4.165, -3.033, -4.499)
H (2.735, 2.601, -0.479)
H (-6.442, 0.841, -0.978)
H (0.060, -1.458, 4.095)
H (-1.119, -0.982, -3.491)
H (-4.075, -1.426, -6.446)
H (-1.772, -6.377, 2.922)
H (0.640, 0.960, 1.362)
H (-4.420, 6.878, -1.916)
H (5.098, -5.261, -1.987)
H (-7.968, -2.308, -0.091)
H (-1.311, -4.351, 3.331)
H (-2.425, -1.764, -4.352)
H (-2.634, 3.183, -0.618)
H (3.036, 4.187, 0.235)
H (-2.238, 2.664, 1.053)
H (-4.475, -0.022, -4.692)
H (4.962, 5.027, -3.135)
H (1.121, -3.354, -5.712)
H (-2.678, 0.676, -8.042)
H (1.394, 0.568, 3.392)
H (-3.151, -3.107, -1.309)
H (-2.724, 0.175, 6.909)
H (4.346, 0.132, 6.939)
H (-2.942, -5.279, 0.581)
H (4.843, 1.133, 0.617)
H (-1.589, 1.259, -6.759)
H (-5.408, -1.791, 5.534)
H (-0.576, -0.285, 1.437)
H (-2.893, -2.725, -6.492)
H (4.844, 7.444, -1.870)
H (-0.812, -3.935, 6.905)
H (-1.464, -1.061, 6.758)
H (5.676, -2.196, 2.280)
H (1.441, 6.631, 0.795)
H (-7.109, -3.273, -1.337)
H (3.294, 2.818, -3.809)
H (1.757, -1.247, 0.750)
H (-1.665, -5.193, 7.784)
H (2.426, -0.611, 6.879)
H (0.723, 4.476, -1.159)
H (-4.528, -2.381, -0.442)
H (6.891, 3.699, 2.573)

***

Entry 2:
Density functional theory data (ωB97M-V with the def2-TZVPD basis set) for a cluster of 3 separate species, C13H24N2O5PS in total.

Total charge: -1
DFT total energy: -1734.78810 Ha
Kohn-Sham gap: 5.54 eV
Largest force on an atom: 8.2 eV/Å
Multiplicity: 1

Atoms and positions in Å:
S (1.602, -0.415, 1.166)
P (4.039, 0.834, -3.597)
O (3.018, -0.205, 0.579)
O (5.279, -0.369, -3.369)
O (0.889, 1.144, 1.355)
O (2.622, -0.170, -3.437)
O (1.732, -1.017, 2.619)
N (-1.234, 3.189, 2.283)
N (-3.849, -0.613, 0.787)
C (2.311, -2.280, -1.779)
C (-2.631, 4.457, 3.459)
C (0.506, -1.588, 0.201)
C (-3.260, 3.217, 3.197)
C (-5.116, -1.933, 2.050)
C (4.653, -1.312, -2.425)
C (-4.622, -0.655, 1.919)
C (-4.629, -2.688, 0.956)
C (-1.380, 4.411, 2.886)
C (3.109, -1.474, -2.961)
C (0.831, -1.683, -1.404)
C (-3.852, -1.847, 0.191)
C (-2.374, 2.452, 2.472)
H (3.264, 1.973, -4.080)
H (0.030, -2.440, -1.864)
H (2.145, -3.394, -2.174)
H (0.590, -0.629, -1.865)
H (-4.824, -3.732, 0.749)
H (-5.759, -2.284, 2.847)
H (-0.414, 2.879, 1.779)
H (-4.752, 0.226, 2.533)
H (-3.045, 5.293, 4.007)
H (-3.355, 0.201, 0.445)
H (3.805, 1.134, -2.202)
H (4.722, -0.847, -1.345)
H (-0.099, 0.966, 1.176)
H (3.151, -2.095, -3.979)
H (0.502, -2.649, 0.718)
H (-0.603, -1.154, 0.288)
H (-4.253, 2.914, 3.505)
H (5.144, 1.771, -3.529)
H (5.222, -2.336, -2.473)
H (-2.458, 1.449, 2.075)
H (-0.583, 5.142, 2.855)
H (-3.302, -2.021, -0.724)
H (3.048, -2.381, -0.866)
H (4.180, 0.558, -5.022)

***

Entry 3:
Density functional theory data (ωB97M-V with the def2-TZVPD basis set) for a cluster of 2 separate species, C7H14N in total.

ΔE to the lowest compared entry with this formula, charge and spin: 438.1 kJ/mol
Total charge: +1
DFT total energy: -329.44067 Ha
Kohn-Sham gap: 6.07 eV
Largest force on an atom: 3.0 eV/Å
Multiplicity: 1

Atoms and positions in Å:
N (-4.058, -2.220, 0.368)
C (1.752, 0.133, 1.262)
C (-1.229, -0.344, -0.778)
C (1.027, 0.102, -1.875)
C (0.048, 0.175, -0.618)
C (2.367, 0.717, 2.483)
C (0.663, 0.607, 0.633)
C (0.530, 1.456, -1.734)
H (2.218, -0.778, 0.880)
H (-1.399, -1.353, -0.406)
H (-0.310, 1.941, -2.213)
H (3.449, 0.833, 2.416)
H (0.537, -0.538, -2.593)
H (2.229, -0.006, 3.291)
H (-1.839, -0.174, -1.664)
H (-4.873, -1.630, 0.260)
H (1.875, 1.646, 2.768)
H (-3.223, -1.746, 0.102)
H (0.055, 1.244, 1.274)
H (2.106, 0.081, -1.756)
H (1.045, 2.106, -1.042)
H (-4.219, -3.045, -0.193)

***

Entry 4:
Density functional theory data (ωB97M-V with the def2-TZVPD basis set) for a structure of composition C17H27FInNO2P2.

Total charge: +2
DFT total energy: -1841.40969 Ha
Kohn-Sham gap: 7.40 eV
Largest force on an atom: 1.6 eV/Å
Multiplicity: 1

Atoms and positions in Å:
In (0.168, -0.056, 0.103)
P (-0.772, 1.266, 2.021)
P (-0.245, -1.428, -2.010)
F (5.688, -2.507, 1.452)
O (-3.567, -0.137, -2.720)
O (-2.187, 1.782, -1.150)
N (-1.543, -1.427, 0.792)
C (2.163, -1.688, 1.618)
C (-2.092, -2.328, -0.036)
C (-2.275, 2.252, 1.796)
C (-1.867, -2.147, -1.523)
C (-1.350, -0.238, 2.924)
C (4.496, -1.886, 1.190)
C (-2.791, -2.248, 2.625)
C (-3.369, -3.190, 1.784)
C (4.488, -0.936, 0.167)
C (-3.031, -3.243, 0.435)
C (0.968, -2.772, -2.126)
C (2.132, -0.761, 0.585)
C (-1.917, -1.330, 2.070)
C (3.389, -2.287, 1.940)
C (0.340, 2.167, 3.152)
C (3.250, -0.345, -0.129)
C (-0.462, -0.734, -3.674)
H (1.083, -3.298, -1.176)
H (-0.209, 2.386, 4.080)
H (-4.480, -0.308, -2.424)
H (-1.995, -3.084, -2.045)
H (1.941, -2.367, -2.424)
H (-1.184, 0.090, -3.678)
H (-2.723, 2.451, 2.772)
H (3.136, 0.421, -0.903)
H (-3.470, -3.944, -0.276)
H (0.498, -0.347, -4.039)
H (-2.087, 0.106, 3.651)
H (1.252, -1.951, 2.170)
H (-2.022, 3.209, 1.330)
H (-0.543, -0.608, 3.567)
H (-3.016, 1.737, 1.178)
H (0.636, 3.116, 2.674)
H (3.458, -3.044, 2.728)
H (-3.014, -2.164, 3.688)
H (-2.507, 2.624, -1.508)
H (1.240, 1.574, 3.385)
H (0.669, -3.509, -2.874)
H (-1.287, 1.783, -1.491)
H (-0.823, -1.481, -4.393)
H (-3.253, 0.516, -2.038)
H (5.391, -0.671, -0.390)
H (-2.706, -1.542, -1.977)
H (-4.034, -3.937, 2.193)

***

Entry 5:
Density functional theory data (ωB97M-V with the def2-TZVPD basis set) for a cluster of 3 separate species, C3H13NO3 in total.

ΔE to the lowest compared entry with this formula, charge and spin: 83.7 kJ/mol
Total charge: 0
DFT total energy: -402.54855 Ha
SMILES: CNCCO.O.O
Kohn-Sham gap: 9.41 eV
Largest force on an atom: 0.8 eV/Å
Multiplicity: 1

Atoms and positions in Å:
O (0.427, 2.608, 1.396)
O (-0.900, 0.042, 1.236)
O (-3.765, -0.078, 0.278)
N (1.527, -0.462, -0.360)
C (-0.494, -1.261, 0.773)
C (2.056, 0.006, -1.630)
C (0.277, -1.203, -0.519)
H (3.023, 0.478, -1.462)
H (-1.416, -1.829, 0.643)
H (1.424, 0.780, -2.091)
H (0.575, -2.224, -0.802)
H (-0.263, 0.672, 0.875)
H (-0.357, -0.797, -1.312)
H (0.058, -1.787, 1.550)
H (1.462, 0.323, 0.285)
H (1.020, 3.374, 1.422)
H (-3.888, -0.715, -0.430)
H (-2.861, 0.253, 0.226)
H (-0.061, 2.657, 2.226)
H (2.156, -0.837, -2.302)